Version w
Below is the ion C5H11N2O with charge -1, with properties calculated with ωB97M-V/def2-TZVPD.

Results
Net charge = -1
SMILES string = N/C=C/C[C@H](N)C[O-]
E_LUMO = 3.4072 eV
HOMO-LUMO gap = 5.651 eV

XYZ file:
```
19
C5H11N2O (ωB97M-V/def2-TZVPD)
N -2.106 -2.187 -2.450
C -1.800 -1.040 -1.759
C -0.801 -0.871 -0.864
C -0.615 0.141 0.227
C 0.799 0.415 0.549
N 1.251 -0.568 1.656
C 0.997 1.985 1.115
O 2.335 2.215 1.210
H -1.622 -2.962 -2.034
H -3.045 -2.300 -2.774
H -2.553 -0.277 -1.883
H 0.081 -1.532 -0.990
H -1.137 1.115 -0.015
H -1.148 -0.370 1.071
H 1.549 0.319 -0.271
H 0.767 -0.392 2.640
H 2.154 -0.505 1.949
H 0.521 2.705 0.523
H 0.260 1.986 2.055
```


Version x
Below is the ion C5H11N2O with charge -1, with properties calculated with ωB97M-V/def2-TZVPD.

Results
Net charge = -1
E_LUMO (alpha / beta) = 3.8711 / 3.8670 eV
HOMO-LUMO gap (alpha / beta) = 6.300 / 5.655 eV

XYZ file:
```
19
C5H11N2O (ωB97M-V/def2-TZVPD)
C 0.014 -1.169 0.362
C -0.918 -1.039 1.599
C 0.434 0.296 -0.066
C -0.828 1.026 -0.562
C 1.533 0.485 -1.095
N -0.750 0.114 2.457
N 1.055 0.906 1.176
O 1.031 2.154 1.238
H 0.858 -1.836 0.612
H -0.574 -1.631 -0.516
H -1.925 -0.980 1.232
H -0.765 -1.838 2.306
H -0.477 2.162 -0.481
H -1.728 0.746 0.025
H -0.947 0.701 -1.641
H 2.043 1.500 -0.827
H 1.199 0.469 -2.075
H 2.489 -0.121 -1.037
H -1.171 1.006 2.051
```


Of them, the most stable is version w and the least stable is version x.


Version w
Below is a cluster of 9 separate species, C42H108N6O18 in total, with properties calculated with ωB97M-V/def2-TZVPD.

Results
SMILES string = COCCNCCOC.COCCNCCOC.COCCNCCOC.COCCNCCOC.COCCNCCOC.COCCNCCOC.OCCO.OCCO.OCCO
E_LUMO = 0.3012 eV
HOMO-LUMO gap = 8.471 eV

XYZ file:
```
174
C42H108N6O18 (ωB97M-V/def2-TZVPD)
C -10.721 -2.622 7.026
O -9.514 -2.201 6.388
C -8.359 -2.532 7.134
C -7.336 -3.394 6.438
N -6.496 -2.531 5.564
C -5.914 -3.125 4.360
C -4.984 -4.373 4.602
O -3.998 -4.211 5.596
C -3.017 -5.233 5.576
H -10.609 -3.693 7.193
H -11.598 -2.358 6.435
H -10.747 -2.154 8.010
H -8.502 -3.030 8.093
H -7.830 -1.618 7.404
H -7.834 -4.121 5.796
H -6.734 -4.031 7.085
H -5.797 -2.231 6.228
H -5.265 -2.287 4.107
H -6.711 -3.410 3.673
H -4.449 -4.527 3.665
H -5.474 -5.347 4.621
H -3.343 -5.952 6.327
H -2.082 -4.712 5.781
H -2.982 -5.806 4.650
C 13.580 0.920 -10.096
O 13.065 0.927 -8.705
C 12.443 2.045 -8.281
C 12.317 1.910 -6.699
N 13.558 1.762 -6.068
C 13.461 1.801 -4.587
C 12.764 0.603 -3.947
O 11.348 0.709 -4.174
C 10.565 -0.017 -3.214
H 14.399 1.623 -9.942
H 13.010 1.225 -10.973
H 13.855 -0.058 -10.491
H 11.463 2.150 -8.745
H 12.939 2.967 -8.584
H 11.640 1.096 -6.440
H 11.901 2.873 -6.404
H 13.957 0.938 -6.496
H 13.048 2.769 -4.304
H 14.425 1.928 -4.094
H 12.880 0.716 -2.869
H 13.165 -0.388 -4.158
H 9.605 -0.315 -3.634
H 10.505 0.619 -2.331
H 11.092 -0.932 -2.944
C -9.544 1.011 -15.071
O -10.240 2.092 -14.412
C -9.343 3.127 -13.925
C -8.644 2.454 -12.683
N -8.388 3.223 -11.464
C -7.131 4.024 -11.402
C -6.980 4.768 -10.091
O -6.477 3.936 -8.982
C -6.565 4.423 -7.700
H -10.361 0.414 -15.476
H -8.952 0.376 -14.412
H -9.002 1.376 -15.943
H -9.874 4.016 -13.584
H -8.722 3.618 -14.674
H -7.729 1.995 -13.060
H -9.314 1.644 -12.396
H -8.267 2.616 -10.666
H -7.197 4.764 -12.200
H -6.333 3.345 -11.700
H -7.879 5.331 -9.839
H -6.159 5.450 -10.309
H -5.586 4.695 -7.307
H -7.190 3.694 -7.184
H -7.062 5.371 -7.494
C -10.783 1.894 -3.927
O -10.849 1.315 -2.632
C -9.717 1.774 -1.816
C -9.910 1.125 -0.463
N -8.983 1.661 0.520
C -9.120 1.026 1.845
C -9.206 2.112 3.014
O -8.203 3.115 2.985
C -6.883 2.688 3.358
H -9.800 1.605 -4.300
H -10.970 2.958 -3.785
H -11.572 1.488 -4.560
H -9.624 2.849 -1.665
H -8.714 1.493 -2.138
H -9.708 0.056 -0.528
H -10.912 1.274 -0.060
H -8.791 2.640 0.683
H -8.223 0.409 1.883
H -9.937 0.306 1.894
H -9.157 1.677 4.012
H -10.162 2.609 2.847
H -6.158 3.378 2.926
H -6.742 1.756 2.811
H -6.481 2.663 4.371
C 3.993 -0.964 10.275
O 4.266 -2.379 10.513
C 3.095 -3.138 10.795
C 3.561 -4.588 10.742
N 4.122 -4.954 11.981
C 4.595 -6.344 11.985
C 5.453 -6.678 13.252
O 6.806 -7.066 12.904
C 7.778 -6.904 14.032
H 3.558 -0.910 9.277
H 4.926 -0.405 10.201
H 3.182 -0.596 10.904
H 2.457 -2.910 9.941
H 2.648 -2.936 11.769
H 4.267 -4.634 9.914
H 2.650 -5.137 10.502
H 4.933 -4.390 12.195
H 5.178 -6.478 11.073
H 3.753 -7.035 12.018
H 4.972 -7.512 13.762
H 5.502 -5.775 13.861
H 8.804 -6.963 13.670
H 7.614 -7.726 14.728
H 7.817 -5.977 14.604
C -2.549 2.091 -0.790
O -1.331 1.468 -0.346
C -1.350 0.881 0.940
C 0.101 0.264 1.099
N 0.710 0.427 2.370
C 1.115 1.778 2.735
C 2.313 2.325 1.894
O 3.399 1.376 1.674
C 4.364 1.576 0.574
H -3.270 1.448 -1.296
H -2.313 2.896 -1.486
H -3.004 2.721 -0.027
H -2.109 0.102 0.866
H -1.535 1.676 1.663
H 0.803 0.484 0.295
H -0.075 -0.787 0.870
H 1.434 -0.251 2.559
H 1.600 1.679 3.706
H 0.252 2.427 2.884
H 2.654 3.249 2.362
H 1.811 2.628 0.976
H 4.777 2.545 0.854
H 4.057 1.759 -0.456
H 5.026 0.713 0.655
O 7.464 -4.505 7.346
C 8.098 -3.369 6.728
C 6.944 -2.785 5.844
O 7.029 -1.421 5.503
H 6.929 -4.153 8.062
H 8.363 -2.645 7.499
H 9.017 -3.722 6.261
H 5.955 -3.003 6.246
H 6.884 -3.328 4.900
H 6.274 -1.130 4.987
O 8.381 4.538 -3.538
C 7.397 4.786 -4.543
C 6.550 5.875 -3.872
O 7.261 7.116 -3.885
H 8.902 3.763 -3.761
H 7.661 5.164 -5.530
H 6.776 3.909 -4.726
H 6.336 5.575 -2.846
H 5.688 6.081 -4.505
H 8.071 7.043 -3.374
O -1.845 -1.216 -3.939
C -1.271 -0.781 -5.119
C 0.215 -1.099 -5.223
O 0.222 -2.378 -5.784
H -1.448 -0.673 -3.254
H -1.768 -1.081 -6.042
H -1.509 0.279 -5.034
H 0.545 -1.203 -4.190
H 0.828 -0.431 -5.827
H 0.089 -2.287 -6.730
```


Version x
Below is a cluster of 8 separate species, C42H108N6O18 in total, with properties calculated with ωB97M-V/def2-TZVPD.

Results
E_LUMO = 0.5050 eV
HOMO-LUMO gap = 6.899 eV

XYZ file:
```
174
C42H108N6O18 (ωB97M-V/def2-TZVPD)
C -6.488 -3.815 -0.654
O -7.479 -4.174 -1.601
C -8.768 -4.426 -1.024
C -9.791 -3.684 -1.867
N -9.879 -2.231 -1.750
C -10.584 -1.537 -2.840
C -9.642 -0.402 -3.290
O -8.309 -0.854 -3.533
C -7.419 0.143 -3.947
H -6.591 -4.210 0.359
H -6.455 -2.721 -0.607
H -5.519 -4.152 -1.024
H -8.787 -4.149 0.032
H -8.993 -5.493 -1.063
H -10.785 -4.031 -1.544
H -9.716 -4.003 -2.915
H -8.910 -1.932 -1.755
H -11.518 -1.124 -2.466
H -10.711 -2.138 -3.747
H -9.478 0.305 -2.469
H -10.131 0.139 -4.105
H -6.945 -0.005 -4.921
H -6.684 0.240 -3.142
H -7.911 1.115 -4.086
C 2.076 10.154 -12.327
O 1.493 10.545 -11.102
C 0.140 10.966 -11.238
C -0.389 11.308 -9.870
N 0.446 12.286 -9.161
C 1.436 11.793 -8.251
C 1.913 12.881 -7.279
O 0.932 13.007 -6.261
C 1.377 13.678 -5.118
H 3.103 9.818 -12.219
H 2.021 11.046 -12.962
H 1.537 9.349 -12.841
H -0.403 10.221 -11.827
H 0.144 11.912 -11.798
H -0.502 10.432 -9.221
H -1.325 11.836 -10.059
H -0.200 12.907 -8.692
H 2.328 11.564 -8.852
H 1.269 10.833 -7.745
H 2.075 13.824 -7.807
H 2.806 12.514 -6.759
H 1.833 12.963 -4.413
H 0.554 14.078 -4.527
H 2.162 14.410 -5.330
C -9.312 4.949 -6.099
O -8.049 5.125 -6.772
C -7.969 6.255 -7.638
C -8.372 7.603 -7.028
N -8.397 8.592 -8.126
C -8.894 9.858 -7.582
C -8.353 10.995 -8.454
O -6.944 10.983 -8.363
C -6.383 11.578 -7.191
H -9.246 3.970 -5.633
H -10.134 5.156 -6.785
H -9.316 5.690 -5.295
H -8.488 6.035 -8.571
H -6.894 6.396 -7.786
H -7.617 8.028 -6.360
H -9.387 7.533 -6.640
H -7.493 8.823 -8.521
H -8.624 9.900 -6.517
H -9.990 9.883 -7.574
H -8.795 11.939 -8.118
H -8.623 10.849 -9.497
H -5.307 11.430 -7.245
H -6.798 10.987 -6.374
H -6.596 12.647 -7.200
C -3.127 3.291 -9.502
O -1.859 3.793 -9.927
C -1.967 5.145 -10.300
C -0.620 5.795 -10.275
N -0.582 7.078 -10.984
C -0.826 8.327 -10.231
C 0.408 8.669 -9.374
O 0.966 9.887 -9.785
C 2.255 10.095 -9.247
H -3.442 3.735 -8.558
H -2.864 2.249 -9.311
H -3.863 3.320 -10.306
H -2.724 5.679 -9.694
H -2.478 5.367 -11.251
H -0.075 5.105 -10.928
H -0.158 5.888 -9.289
H 0.232 7.147 -11.572
H -1.745 8.239 -9.659
H -0.879 9.077 -11.017
H 1.119 7.834 -9.322
H 0.114 8.731 -8.309
H 2.695 10.876 -9.859
H 2.916 9.217 -9.295
H 2.326 10.282 -8.169
C -2.470 2.044 -3.094
O -2.397 1.208 -4.225
C -3.181 1.572 -5.364
C -2.529 1.143 -6.677
N -2.155 -0.269 -6.657
C -1.466 -0.674 -7.846
C -0.487 -1.807 -7.513
O 0.605 -1.311 -6.745
C 1.837 -0.993 -7.416
H -2.044 1.468 -2.269
H -3.494 2.270 -2.791
H -1.789 2.893 -3.181
H -3.361 2.652 -5.344
H -4.123 1.058 -5.151
H -1.618 1.728 -6.864
H -3.203 1.276 -7.526
H -1.547 -0.439 -5.861
H -0.867 0.148 -8.271
H -2.199 -1.030 -8.580
H -0.143 -2.442 -8.332
H -0.982 -2.508 -6.835
H 1.883 0.098 -7.424
H 1.927 -1.468 -8.389
H 2.587 -1.286 -6.683
C -6.262 4.310 -3.360
O -6.095 5.412 -4.224
C -5.953 5.024 -5.571
C -5.322 6.176 -6.325
N -5.012 5.770 -7.696
C -4.642 6.835 -8.628
C -3.325 7.476 -8.266
O -3.035 8.394 -9.349
C -3.639 9.671 -9.284
H -7.158 3.714 -3.570
H -6.327 4.708 -2.349
H -5.474 3.549 -3.352
H -6.883 4.646 -6.006
H -5.215 4.220 -5.698
H -4.363 6.532 -5.953
H -6.018 7.030 -6.322
H -5.830 5.343 -8.126
H -5.458 7.576 -8.556
H -4.586 6.535 -9.673
H -2.548 6.722 -8.382
H -3.299 8.088 -7.366
H -3.191 10.375 -8.576
H -4.694 9.524 -9.039
H -3.528 10.085 -10.285
C -6.041 2.071 -7.145
C -7.031 1.987 -8.311
O -7.276 3.249 -8.977
O -6.709 2.527 -5.980
H -5.193 2.702 -7.436
H -5.536 1.111 -7.017
H -7.937 1.436 -8.057
H -6.509 1.457 -9.116
H -7.747 3.707 -8.263
H -6.814 3.474 -6.156
C -8.374 8.435 -3.726
C -9.128 7.640 -2.641
O -9.132 6.238 -2.920
O -7.005 8.090 -3.750
H -8.448 9.517 -3.588
H -8.893 8.304 -4.687
H -10.179 7.928 -2.684
H -8.650 7.882 -1.690
H -8.221 6.011 -3.132
H -6.863 7.134 -3.723
C -1.894 11.206 -12.878
C -3.018 10.434 -12.144
O -4.291 10.515 -12.740
O -1.586 10.583 -14.115
H -1.022 11.533 -12.304
H -2.402 12.173 -13.044
H -3.084 10.880 -11.152
H -2.618 9.416 -12.119
H -4.234 9.932 -13.507
H -1.018 11.215 -14.568
```


Of them, the most stable is version w and the least stable is version x.